No. 1
DFT (the ωB97M-V functional and the def2-TZVPD basis) results for 2 unconnected molecules or ions with the total composition C3H8N2O2.

Output
SMILES = O=C1NCCO1.N
ΔE to the lowest compared entry with this formula, charge and spin = 30.8 kcal per mole
2S+1 = 1

Cartesian coordinates (Å):
O  0.308  1.800  -1.057
C  -0.019  0.783  -0.526
N  0.229  -0.553  -0.970
C  -1.032  -1.194  -0.603
C  -1.359  -0.571  0.751
O  -0.817  0.749  0.600
H  1.001  -0.945  -0.428
H  -0.967  -2.280  -0.625
H  -1.765  -0.858  -1.342
H  -0.878  -1.102  1.584
H  -2.427  -0.474  0.955
N  2.091  1.203  1.158
H  1.870  2.041  0.629
H  2.523  0.554  0.510
H  1.200  0.828  1.469

Forces on the atoms, in the same order (eV/Å):
O -0.108 -0.455 0.348
C -0.170 0.434 -0.238
N -0.047 0.083 -0.034
C -0.221 -0.251 -0.013
C -0.096 -0.175 -0.044
O -0.090 0.186 -0.393
H -0.067 0.123 -0.230
H 0.009 0.051 0.089
H -0.048 -0.232 0.083
H 0.034 0.218 -0.102
H 0.128 -0.036 -0.034
N 0.204 0.052 0.256
H 0.123 -0.097 0.099
H 0.013 0.058 0.114
H 0.335 0.041 0.099

natural (NBO) population analysis, charges in e, atoms 1 to 4: O -0.544; C 0.891; N -0.669; C -0.258

---

No. 2
DFT (the ωB97M-V functional and the def2-TZVPD basis) results for a single C11H11NO2 molecule at a distorted geometry.

Output
SMILES = COc1cnc2c(OC)cccc2c1
ΔE to the lowest compared entry with this formula, charge and spin = 59.9 kcal per mole
2S+1 = 1

Cartesian coordinates (Å):
C  3.381  1.316  -2.294
O  2.971  1.537  -0.936
C  1.825  0.910  -0.536
C  0.993  0.226  -1.476
N  -0.141  -0.298  -1.150
C  -0.580  -0.224  0.113
C  -1.728  -0.922  0.543
O  -2.550  -1.612  -0.203
C  -2.510  -1.781  -1.647
C  -2.136  -0.827  1.867
C  -1.378  -0.127  2.831
C  -0.177  0.515  2.501
C  0.184  0.467  1.155
C  1.399  1.017  0.751
H  3.355  0.226  -2.544
H  4.338  1.786  -2.386
H  2.670  1.785  -2.942
H  1.258  0.160  -2.532
H  -3.457  -2.272  -1.887
H  -1.731  -2.465  -1.967
H  -2.357  -0.824  -2.160
H  -3.027  -1.443  2.153
H  -1.602  -0.215  3.919
H  0.472  1.002  3.204
H  2.060  1.516  1.456

Forces on the atoms, in the same order (eV/Å):
C -0.799 -1.033 0.823
O 0.175 -0.434 0.087
C -0.244 0.156 -1.203
C 0.590 0.603 -0.124
N -0.554 -0.495 -0.306
C 0.919 0.508 1.997
C -0.084 1.287 0.938
O -1.232 -1.497 -1.991
C 0.048 0.200 0.478
C -0.087 -0.496 0.812
C 1.094 -0.145 0.898
C -2.099 -0.989 -0.340
C -0.110 -0.620 -1.217
C 1.120 0.447 -0.219
H 0.564 0.820 0.250
H 0.553 -0.047 -0.130
H -0.364 0.492 -0.632
H 0.011 -0.024 0.343
H 0.017 0.430 0.078
H 0.365 0.028 0.236
H -0.289 -0.323 0.184
H 0.911 0.854 -0.225
H -0.278 0.182 -1.055
H -0.008 0.074 0.299
H -0.218 0.024 0.021

natural (NBO) population analysis, charges in e, atoms 1 to 4: C -0.249; O -0.493; C 0.253; C -0.023

---

No. 3
DFT (the ωB97M-V functional and the def2-TZVPD basis) results for 4 unconnected molecules or ions with the total composition C28H65F4N6O7 at a distorted geometry.

Output
charge = +1
2S+1 = 1
total energy = -64220.938 eV

Cartesian coordinates (Å):
C  -2.908  0.605  0.804
C  -2.707  2.112  0.492
C  -1.908  2.337  -0.785
C  -1.461  3.807  -0.982
C  -2.408  4.578  -1.927
C  -2.548  6.060  -1.601
C  -3.217  6.357  -0.237
N  -3.933  5.149  0.286
C  -5.070  5.402  0.884
N  -6.188  5.791  0.219
C  -6.441  5.123  -1.047
F  -7.555  5.674  -1.520
F  -5.518  5.366  -1.923
C  -6.718  3.599  -0.961
F  -5.746  2.902  -1.504
F  -6.933  3.220  0.306
N  -5.163  5.317  2.190
O  -4.093  4.969  2.969
H  -3.017  0.459  1.873
H  -3.836  0.272  0.349
H  -2.055  0.059  0.425
H  -2.212  2.623  1.323
H  -3.718  2.516  0.401
H  -2.538  2.053  -1.623
H  -1.005  1.739  -0.760
H  -0.465  3.772  -1.404
H  -1.407  4.321  -0.018
H  -1.978  4.526  -2.925
H  -3.372  4.097  -2.013
H  -1.607  6.593  -1.674
H  -3.186  6.497  -2.367
H  -2.501  6.749  0.479
H  -3.973  7.128  -0.341
H  -3.342  4.533  0.832
H  -6.993  5.678  0.827
H  -7.613  3.383  -1.536
H  -6.012  5.523  2.701
H  -4.240  4.054  3.265
C  -0.010  2.251  6.875
O  1.282  1.843  6.477
C  1.552  0.460  6.690
C  1.616  -0.300  5.380
N  0.302  -0.409  4.756
C  0.323  -0.882  3.374
C  1.073  -0.055  2.331
O  0.482  1.202  2.035
C  0.797  2.240  2.948
H  -0.025  3.341  6.877
H  -0.780  1.899  6.178
H  -0.247  1.900  7.883
H  0.828  0.010  7.376
H  2.535  0.403  7.165
H  2.007  -1.303  5.570
H  2.333  0.225  4.735
H  -0.146  0.497  4.776
H  -0.719  -0.954  3.048
H  0.726  -1.900  3.364
H  1.040  -0.618  1.394
H  2.135  0.067  2.571
H  1.805  2.142  3.354
H  0.066  2.282  3.760
H  0.732  3.186  2.408
C  -2.382  -1.437  -3.520
O  -1.265  -0.751  -2.985
C  -0.492  -1.522  -2.069
C  0.849  -1.913  -2.655
N  0.707  -2.901  -3.718
C  1.921  -3.114  -4.506
C  2.509  -1.931  -5.274
O  1.720  -1.480  -6.360
C  0.664  -0.602  -6.020
H  -3.016  -0.701  -4.014
H  -2.083  -2.181  -4.264
H  -2.965  -1.925  -2.733
H  -1.044  -2.399  -1.716
H  -0.308  -0.877  -1.203
H  1.476  -2.331  -1.859
H  1.329  -0.995  -3.018
H  -0.031  -2.605  -4.343
H  1.690  -3.894  -5.235
H  2.694  -3.519  -3.844
H  3.445  -2.277  -5.720
H  2.778  -1.094  -4.619
H  0.919  0.040  -5.173
H  -0.255  -1.157  -5.809
H  0.467  0.030  -6.886
C  2.109  -5.433  -0.965
O  2.995  -4.353  -0.713
C  3.333  -4.202  0.662
C  4.770  -4.606  0.928
N  4.955  -6.045  0.800
C  6.351  -6.480  0.771
C  7.250  -5.969  -0.355
O  6.925  -6.466  -1.640
C  5.877  -5.788  -2.308
H  1.737  -5.329  -1.985
H  2.625  -6.394  -0.884
H  1.254  -5.415  -0.283
H  2.639  -4.747  1.309
H  3.232  -3.136  0.893
H  5.044  -4.299  1.942
H  5.400  -4.046  0.224
H  4.508  -6.359  -0.051
H  6.341  -7.570  0.713
H  6.813  -6.220  1.729
H  8.258  -6.338  -0.148
H  7.325  -4.875  -0.372
H  5.859  -4.722  -2.070
H  4.909  -6.241  -2.080
H  6.041  -5.900  -3.380

Forces on the atoms, in the same order (eV/Å):
C -0.068 1.081 0.035
C -0.183 -0.740 0.145
C -0.026 0.952 0.386
C -0.920 -0.480 -0.303
C 1.134 0.247 -0.048
C -0.891 0.099 -0.039
C 0.183 -0.156 -1.284
N 1.245 0.129 -0.267
C -0.433 0.174 0.745
N 0.328 -0.361 0.260
C -0.945 -0.056 0.369
F -1.156 0.418 0.044
F 1.600 0.313 -0.812
C -1.294 0.151 -0.982
F 1.382 -0.624 -0.016
F 0.261 -0.060 0.924
N -0.772 -0.621 1.125
O 0.257 0.234 -0.062
H 0.132 -0.201 0.206
H 0.077 -0.297 -0.258
H 0.060 -0.380 0.059
H 0.147 -0.100 0.122
H -0.049 0.343 -0.100
H 0.210 -0.325 -0.311
H -0.037 -0.447 0.001
H 0.259 0.363 0.011
H 0.250 -0.064 0.120
H -0.043 -0.050 -0.187
H -0.312 -0.064 0.248
H 0.270 -0.066 0.149
H -0.021 0.102 -0.147
H 0.017 -0.429 0.426
H -0.072 0.155 -0.143
H 0.160 0.124 0.038
H -0.301 0.483 -0.294
H -0.336 0.136 -0.001
H 0.011 -0.119 -0.015
H -0.028 0.056 -0.119
C 0.152 0.099 -0.070
O -0.277 -0.072 0.064
C 0.388 -0.049 -0.038
C -0.187 0.117 -0.033
N 0.115 0.082 -0.107
C -0.162 0.075 0.134
C -0.033 -0.262 -0.238
O 0.068 0.021 0.112
C -0.248 0.106 -0.239
H 0.052 -0.012 -0.011
H -0.088 -0.057 0.101
H -0.056 -0.028 -0.017
H -0.110 0.048 -0.082
H -0.020 -0.009 0.019
H -0.011 -0.007 -0.027
H 0.133 -0.047 0.076
H 0.002 -0.006 0.047
H 0.020 -0.051 -0.056
H 0.059 0.021 -0.022
H -0.014 0.022 -0.008
H -0.030 0.104 0.122
H -0.026 -0.046 0.082
H 0.148 0.004 0.159
H 0.051 -0.040 -0.058
C 0.066 0.169 -0.056
O -0.200 -0.217 0.052
C 0.267 0.271 0.175
C -0.101 -0.073 -0.182
N 0.058 0.145 0.036
C -0.147 -0.141 -0.016
C 0.214 -0.139 -0.070
O -0.018 0.085 0.152
C 0.014 -0.091 -0.279
H 0.045 0.027 0.005
H -0.079 -0.100 0.053
H 0.011 -0.054 -0.018
H -0.033 -0.038 -0.139
H -0.003 -0.033 0.023
H 0.033 -0.023 -0.040
H 0.022 0.076 0.168
H -0.003 -0.019 0.002
H 0.058 -0.006 -0.011
H 0.017 0.075 0.026
H -0.019 -0.003 -0.015
H -0.143 0.035 0.036
H -0.027 -0.055 0.073
H -0.051 0.101 0.157
H 0.063 -0.014 -0.010
C 0.135 0.100 -0.226
O -0.297 -0.198 0.137
C 0.226 0.382 0.014
C -0.047 -0.191 -0.132
N 0.063 0.111 -0.093
C -0.150 -0.103 -0.006
C 0.217 -0.112 0.104
O -0.067 0.157 0.047
C 0.100 -0.240 -0.129
H 0.030 0.082 0.009
H -0.140 -0.072 0.087
H 0.022 -0.047 0.031
H 0.029 -0.130 -0.078
H -0.009 -0.007 0.026
H 0.024 -0.011 -0.004
H -0.015 0.148 0.071
H -0.017 -0.004 0.022
H 0.057 0.001 0.020
H 0.019 0.054 -0.024
H -0.011 -0.014 -0.015
H -0.148 0.024 -0.041
H -0.053 -0.001 0.078
H -0.096 0.165 0.025
H 0.063 -0.005 0.023

Löwdin population analysis, charges in e, atoms 1 to 4: C -0.073; C -0.268; C -0.190; C -0.175

---

No. 4
DFT (the ωB97M-V functional and the def2-TZVPD basis) results for a single C9H11N3 molecule at a distorted geometry.

Output
SMILES = [H]/N=C(/N)N1CCc2ccccc21
ΔE to the lowest compared entry with this formula, charge and spin = 112.7 kcal per mole
2S+1 = 1

Cartesian coordinates (Å):
H  -3.051  0.764  -1.588
N  -3.213  0.859  -0.634
C  -2.373  0.344  0.082
N  -2.560  0.597  1.504
N  -1.171  -0.162  -0.261
C  -0.798  0.083  -1.719
C  0.522  -0.552  -1.813
C  1.147  -0.520  -0.611
C  2.533  -0.592  -0.323
C  2.981  -0.086  0.814
C  2.012  0.266  1.834
C  0.554  0.085  1.569
C  0.205  -0.129  0.264
H  -2.368  -0.322  2.115
H  -3.472  0.896  1.755
H  -1.420  -0.674  -2.528
H  -0.941  1.090  -1.918
H  1.118  -0.069  -2.513
H  0.558  -1.592  -1.768
H  3.517  -1.105  -0.748
H  3.901  -0.244  1.249
H  2.389  0.567  2.858
H  -0.071  0.497  2.380

Forces on the atoms, in the same order (eV/Å):
H 0.346 -0.017 -1.992
N -3.427 0.986 -1.277
C 1.306 1.354 5.542
N 2.319 -4.126 1.214
N 3.489 -0.757 -3.222
C -3.422 -5.743 -0.824
C -0.393 -0.075 -3.751
C 3.899 2.345 3.435
C 1.786 -1.658 -1.951
C -3.726 0.987 5.058
C -1.835 -0.637 -0.628
C 4.034 2.628 2.806
C -2.446 -0.302 3.792
H -0.361 2.713 -1.838
H -0.945 0.315 -0.434
H 0.768 2.669 2.308
H 0.189 1.982 -0.789
H 1.005 0.135 -1.965
H -1.166 -2.550 -2.482
H -3.009 0.821 -0.934
H 2.428 0.034 0.021
H -0.750 -0.381 -1.329
H -0.091 -0.724 -0.757

natural (NBO) population analysis, charges in e, atoms 1 to 4: H 0.339; N -0.731; C 0.587; N -0.840

---

No. 5
DFT (the ωB97M-V functional and the def2-TZVPD basis) results for a single C6H4 molecule at a distorted geometry.

Output
SMILES = C#CC(=C)C#C
ΔE to the lowest compared entry with this formula, charge and spin = 6.0 kcal per mole
2S+1 = 1

Cartesian coordinates (Å):
C  -1.081  -1.034  2.000
C  -0.496  -0.561  1.062
C  0.291  -0.071  -0.059
C  1.508  -0.548  -0.314
C  -0.331  0.900  -0.901
C  -0.894  1.653  -1.662
H  -1.657  -1.285  2.871
H  1.885  -1.300  0.385
H  2.113  -0.126  -1.091
H  -1.338  2.372  -2.292

Forces on the atoms, in the same order (eV/Å):
C -0.217 0.480 0.115
C 0.323 -0.234 -0.145
C -0.551 -0.277 0.355
C -0.006 -0.273 1.094
C -0.789 0.914 -1.046
C 0.847 -0.823 1.093
H 0.261 -0.119 -0.364
H 0.173 0.246 -0.524
H 0.182 -0.120 -0.314
H -0.221 0.207 -0.263

natural (NBO) population analysis, charges in e, atoms 1 to 4: C -0.194; C -0.028; C -0.180; C -0.285

---

No. 6
DFT (the ωB97M-V functional and the def2-TZVPD basis) results for a molecular structure, CH3NO2S2 at a distorted geometry.

Output
ΔE to the lowest compared entry with this formula, charge and spin = 63.8 kcal per mole
2S+1 = 3

Cartesian coordinates (Å):
C  -1.516  0.050  0.122
N  1.871  -0.311  -0.207
O  1.389  -0.607  -1.249
O  0.879  1.102  0.296
S  2.927  -0.702  0.805
S  -0.283  1.137  -0.669
H  -1.211  -0.107  1.126
H  -2.564  0.486  0.082
H  -1.491  -1.049  -0.306

Forces on the atoms, in the same order (eV/Å):
C -1.019 -1.609 -1.607
N 1.384 -0.996 -0.828
O -1.580 -0.812 -2.632
O -1.505 2.018 0.768
S 1.731 -0.372 2.416
S -0.547 -0.343 0.635
H 0.310 0.338 1.095
H 1.357 -0.539 -0.125
H -0.133 2.316 0.279

natural (NBO) population analysis, charges in e, atoms 1 to 4: C -0.860; N -0.047; O -0.394; O -0.748

---

Q: 2S+1 of number 3 (C28H65F4N6O7)?
A: 1

---

Q: Which of these has the highest 2S+1?
A: CH3NO2S2